Record 1
ORCA calculation (ωB97M-V/def2-TZVPD) on a structure of composition C10H13NPSV at a distorted geometry.

Structure (XYZ):
```
27
Properties=species:S:1:pos:R:3
C 0.754 1.068 -1.823
C 0.744 -0.313 -2.202
C -0.627 -0.713 -2.351
C -1.461 0.406 -2.005
C -0.606 1.500 -1.669
V -0.229 -0.056 -0.423
P 1.157 1.057 1.632
H 1.631 1.671 -1.696
H 1.602 -0.948 -2.283
H -0.959 -1.684 -2.693
H -0.925 2.469 -1.329
H -2.541 0.396 -1.901
H 0.796 2.399 2.017
H 2.575 1.281 1.469
H 1.219 0.519 2.966
S -1.555 -1.936 0.302
C -1.370 -2.122 1.996
N -0.084 -2.306 2.452
C 0.216 -2.423 3.782
C -0.802 -2.390 4.711
C -2.120 -2.190 4.280
C -2.394 -2.045 2.926
H 0.686 -2.314 1.773
H 1.270 -2.533 4.022
H -0.560 -2.515 5.770
H -2.925 -2.155 5.012
H -3.397 -1.843 2.564
```

charge	0
F_max	6.06	eV/A
⟨S²⟩	2.120
total energy	-2127.01907	Ha
multiplicity	3

Löwdin atomic charge list, values in e, 2 entries: -0.26, -0.23

Record 2
ORCA calculation (ωB97M-V/def2-TZVPD) on a structure of composition C27H29N6O4PRuS.

Structure (XYZ):
```
69
Properties=species:S:1:pos:R:3
Ru 0.220 -0.122 -1.156
C 4.080 1.284 -2.446
C 2.692 1.134 -1.929
N 2.187 -0.017 -1.602
O 3.037 -1.102 -1.755
C 1.808 2.240 -1.694
C 2.134 3.683 -1.872
N 0.642 1.839 -1.236
O -0.314 2.577 -0.925
H 4.356 0.429 -3.058
H 4.785 1.337 -1.612
H 4.173 2.200 -3.024
H 2.457 -1.873 -1.723
H 3.167 3.891 -1.594
H 1.476 4.279 -1.244
H 1.987 4.000 -2.907
N -3.941 5.116 0.424
C -3.799 3.848 -0.080
C -3.359 3.651 -1.395
C -3.182 2.380 -1.892
C -3.428 1.279 -1.077
C -3.892 1.456 0.222
C -4.067 2.730 0.721
S -3.348 -0.331 -1.736
O -3.945 -1.232 -0.789
O -3.766 -0.317 -3.100
N -1.686 -0.680 -1.707
C -1.337 -1.974 -1.980
N -2.106 -2.903 -2.523
C -1.591 -4.122 -2.586
C -0.319 -4.448 -2.116
C 0.435 -3.412 -1.619
N -0.051 -2.174 -1.576
H -3.984 5.882 -0.225
H -4.486 5.237 1.260
H -3.160 4.509 -2.025
H -2.869 2.235 -2.917
H -4.136 0.590 0.824
H -4.437 2.871 1.730
H -2.224 -4.880 -3.032
H 0.061 -5.457 -2.148
H 1.434 -3.583 -1.227
C -0.635 0.925 1.770
P 0.523 -0.274 1.070
C -0.055 -1.922 1.536
C -1.390 -2.251 1.290
C -1.846 -3.534 1.536
C -0.973 -4.498 2.029
C 0.353 -4.175 2.278
C 0.816 -2.889 2.034
C 2.075 -0.039 1.974
C 1.977 0.090 3.364
C 3.115 0.247 4.136
C 4.367 0.274 3.534
C 4.474 0.128 2.162
C 3.335 -0.030 1.382
H -0.683 0.818 2.852
H -1.625 0.763 1.347
H -0.312 1.930 1.498
H -2.082 -1.523 0.884
H -2.881 -3.776 1.336
H -1.330 -5.501 2.223
H 1.031 -4.922 2.669
H 1.853 -2.646 2.230
H 1.015 0.049 3.856
H 3.023 0.344 5.209
H 5.255 0.399 4.139
H 5.448 0.130 1.689
H 3.444 -0.173 0.321
```

charge	+1
ΔE to the lowest compared entry with this formula, charge and spin	110.2	kJ/mol
F_max	0.78	eV/A
⟨S²⟩	0.774
multiplicity	2

Löwdin atomic charge list, values in e, 2 entries: 1.17, 0.02

Record 3
ORCA calculation (ωB97M-V/def2-TZVPD) on a structure of composition C18H18N6O6RuS2.

Structure (XYZ):
```
51
Properties=species:S:1:pos:R:3
Ru 1.095 -0.036 0.612
N 3.512 0.522 4.218
C 2.958 0.280 3.005
O 2.011 -0.478 2.877
C 3.562 0.989 1.813
C 3.129 0.302 0.525
H 3.031 0.171 5.029
H 4.208 1.235 4.333
H 4.653 1.009 1.908
H 3.218 2.026 1.844
H 3.604 -0.669 0.411
H 3.300 0.930 -0.348
O 1.753 -0.196 -3.952
C 0.477 -0.041 -4.350
C 0.237 0.019 -5.724
C -1.045 0.196 -6.204
C -2.117 0.315 -5.324
C -1.883 0.254 -3.964
C -0.597 0.076 -3.452
C -0.384 -0.001 -1.982
O 0.818 -0.242 -1.558
N -1.429 0.137 -1.217
N -1.104 0.022 0.124
C -2.106 -0.093 0.906
S -1.911 -0.216 2.636
C -3.462 -1.129 2.836
C -4.488 -0.460 1.939
S -3.749 -0.213 0.299
H 1.736 -0.188 -2.964
H 1.084 -0.075 -6.391
H -1.212 0.239 -7.274
H -3.124 0.449 -5.698
H -2.696 0.336 -3.255
H -3.745 -1.063 3.886
H -3.294 -2.171 2.564
H -4.799 0.502 2.346
H -5.366 -1.093 1.807
C 0.177 3.976 1.269
C 0.586 2.538 1.098
O 0.557 1.742 2.074
O 0.964 2.134 -0.034
H -0.234 4.144 2.260
H -0.556 4.233 0.505
H 1.048 4.615 1.116
O 1.784 -2.034 0.535
N 0.533 -2.213 0.925
C 0.121 -3.454 1.362
C -1.166 -3.560 1.909
N -2.234 -3.642 2.357
C 0.940 -4.591 1.232
N 1.607 -5.533 1.133
```

charge	-1
ΔE to the lowest compared entry with this formula, charge and spin	8.0	kJ/mol
F_max	0.73	eV/A
⟨S²⟩	8.807
multiplicity	6

Löwdin atomic charge list, values in e, 2 entries: 1.60, 0.17

Record 4
ORCA calculation (ωB97M-V/def2-TZVPD) on a structure of composition AsF6H16O8 at a distorted geometry.

Structure (XYZ):
```
31
Properties=species:S:1:pos:R:3
As 0.175 0.584 -0.201
F -0.035 2.314 -0.340
F 1.349 0.809 1.076
F 0.463 -1.160 -0.234
F -1.035 0.407 -1.449
F 1.451 0.718 -1.439
F -1.079 0.334 1.020
O 4.464 0.528 -1.726
H 3.542 0.579 -1.442
H 4.621 1.360 -2.182
O -2.882 -0.370 -3.456
H -2.017 -0.001 -3.235
H -2.722 -0.931 -4.220
O 2.404 4.198 0.745
H 1.968 3.753 0.008
H 1.735 4.219 1.436
O 0.268 0.061 -4.587
H 0.945 0.427 -4.005
H -0.041 -0.725 -4.124
O 1.680 -0.108 3.615
H 0.979 0.337 4.101
H 1.572 0.191 2.693
O -1.598 -2.834 -0.007
H -2.063 -2.298 0.641
H -0.749 -2.364 -0.138
O -0.966 -2.221 3.865
H -1.620 -2.202 3.151
H -0.269 -1.623 3.571
O -3.206 -1.544 2.181
H -3.743 -1.639 2.975
H -3.594 -0.799 1.708
```

charge	-1
ΔE to the lowest compared entry with this formula, charge and spin	23.4	kJ/mol
F_max	1.11	eV/A
multiplicity	1

Löwdin atomic charge list, values in e, 2 entries: 0.83, -0.25